Record 1
This record from the OMol25 dataset describes a cluster of 2 separate species, C5H7NO in total at a distorted geometry. The level of theory is wB97M-V/def2-TZVPD.

XYZ file:
```
14
Properties=species:S:1:pos:R:3:forces:R:3
C 0.5326 0.2244 -1.0499 -0.77 0.05 -0.30
C -0.5844 0.0640 -0.4148 -1.28 1.51 -0.10
C 2.7662 0.2980 0.4806 0.00 0.65 0.07
C -0.9140 -1.0950 0.4025 -2.17 -5.01 -2.11
C -1.6730 1.1549 -0.2430 2.34 -2.45 0.44
N 3.3177 -0.3917 -0.3027 1.93 -0.68 0.62
O 2.4031 1.0259 1.2948 -0.73 0.88 1.36
H -2.0589 -1.3694 0.5399 2.17 1.43 -0.10
H -0.4117 -1.0903 1.3240 0.56 -0.25 1.29
H -1.5082 1.5174 0.7215 -0.10 1.16 1.34
H -2.6164 0.7645 -0.3807 -2.02 -1.51 0.28
H -1.6195 1.7725 -1.0201 0.70 3.53 -2.62
H -0.6628 -2.0521 -0.2417 0.19 1.52 1.66
H 3.0294 -0.8231 -1.1105 -0.82 -0.83 -1.82
```
Forces are in eV/Å.

E_LUMO: -0.57 eV
Energy above the lowest of the compared OMol25 structures with the same formula, charge and spin: 117.07 kcal per mole
Net charge: 0
Spin multiplicity: 1
Frontier orbital gap: 9.463 eV
Electronic energy: -324.53790 Ha
HOMO: -10.03 eV

=====

Record 2
This record from the OMol25 dataset describes a cluster of 2 separate species, C3H7NO in total at a distorted geometry. The level of theory is wB97M-V/def2-TZVPD.

XYZ file:
```
12
Properties=species:S:1:pos:R:3:forces:R:3
C 0.9881 1.0815 1.4899 0.29 0.63 0.19
C 0.1257 0.1448 0.7146 -0.47 -1.03 -0.03
C -0.9007 0.5202 -0.0112 -0.78 1.36 -0.20
O -1.7873 1.0133 -0.6066 1.06 -0.93 0.51
H 0.4840 1.4082 2.4045 0.15 0.07 -0.04
H 1.9157 0.5801 1.7821 -0.16 0.12 -0.13
H 1.2468 1.9616 0.8934 0.02 -0.06 0.21
H 0.2058 -0.9109 0.9516 -0.11 0.03 -0.32
N -0.5080 -1.5498 -2.1193 0.60 -0.01 0.28
H -1.2862 -0.9185 -2.3208 0.68 -0.09 0.26
H -0.8206 -2.2503 -1.4505 0.07 0.21 -0.19
H 0.3368 -1.0803 -1.7278 -1.36 -0.30 -0.54
```
Forces are in eV/Å.

E_LUMO: 0.69 eV
Energy above the lowest of the compared OMol25 structures with the same formula, charge and spin: 42.66 kcal per mole
Net charge: 0
Spin multiplicity: 1
Frontier orbital gap: 9.602 eV
Electronic energy: -248.45850 Ha
HOMO: -8.92 eV

=====

Record 3
This record from the OMol25 dataset describes a cluster of 2 separate species, C26H27N2 in total at a distorted geometry. The level of theory is wB97M-V/def2-TZVPD.

XYZ file:
```
55
Properties=species:S:1:pos:R:3:forces:R:3
C -3.7074 -2.5036 0.9223 0.14 0.00 -0.05
C -2.3476 -2.7946 1.0959 -0.30 0.07 -0.07
C -1.4339 -1.7712 1.3087 -0.27 0.70 -0.09
C -1.8660 -0.4204 1.3706 -0.74 -0.73 -0.67
C -0.9198 0.6305 1.6302 0.47 1.43 -0.04
C -1.2460 1.9741 1.6779 -0.02 -1.71 -0.34
N -0.4992 2.9130 2.2585 0.65 0.57 -0.10
C -0.9193 4.3075 2.3041 -0.35 0.11 0.07
C 0.2645 5.0741 2.9061 -0.17 0.14 -0.16
C 1.2933 4.0214 3.3650 0.09 -0.13 -0.03
C 0.7173 2.6345 3.0111 0.04 0.10 0.29
C -3.2427 -0.1413 1.1694 0.50 -0.37 -0.02
C -4.1456 -1.1743 0.9457 0.18 -0.05 -0.04
H -4.4236 -3.3100 0.7665 0.19 0.20 0.06
H -2.0013 -3.8285 1.0679 -0.13 0.24 0.01
H -0.3669 -1.9814 1.4222 -0.31 -0.01 0.07
H 0.1127 0.3291 1.8295 -0.38 0.09 0.39
H -2.1711 2.3361 1.2070 0.29 -0.12 0.54
H -1.1926 4.6597 1.2976 0.15 -0.08 0.27
H -1.8159 4.4177 2.9393 0.23 -0.09 -0.19
H 0.6871 5.7438 2.1509 0.01 -0.07 0.24
H -0.0919 5.6823 3.7411 0.20 -0.01 -0.15
H 2.2513 4.1691 2.8569 -0.14 0.03 0.19
H 1.4618 4.0843 4.4435 0.10 0.03 -0.22
H 0.5025 2.0732 3.9399 -0.15 0.01 -0.43
H 1.4330 2.0252 2.4346 -0.29 0.22 0.04
H -3.5747 0.8994 1.1897 -0.10 -0.46 0.08
H -5.2002 -0.9413 0.7928 0.26 -0.11 0.07
C 2.1275 -3.5973 -2.8669 0.24 -0.41 -0.14
N 1.6065 -2.3151 -2.3930 -0.20 0.28 0.03
C 0.2475 -2.1073 -2.5418 0.36 0.53 0.45
C -0.5841 -3.0952 -3.0895 -0.59 -0.52 -0.34
C -1.9533 -2.8809 -3.2054 0.91 0.02 0.16
C -2.5259 -1.6691 -2.7745 0.14 0.71 0.28
C -1.7238 -0.6768 -2.2409 -0.64 -0.36 -0.20
C -0.3262 -0.8659 -2.1031 0.35 -0.52 -0.03
C 0.5094 0.0870 -1.5220 -0.13 -0.02 -0.22
C 1.8799 -0.1277 -1.3801 0.27 -0.58 -0.16
C 2.4483 -1.3708 -1.8339 -0.63 0.18 -0.05
C 3.8356 -1.5700 -1.6983 0.92 0.28 0.27
C 4.6450 -0.5862 -1.1308 -0.81 -0.76 -0.46
C 4.0923 0.6261 -0.6827 -0.71 0.51 0.12
C 2.7315 0.8495 -0.8042 0.81 0.03 0.12
H 3.2018 -3.6469 -2.7114 -0.36 -0.09 -0.10
H 1.6592 -4.4261 -2.3200 0.13 0.28 -0.09
H 1.9257 -3.7196 -3.9394 0.07 0.11 0.30
H -0.1589 -4.0431 -3.4251 -0.32 0.41 0.12
H -2.5811 -3.6610 -3.6340 0.16 0.19 0.13
H -3.6013 -1.5180 -2.8666 0.32 0.00 0.06
H -2.1482 0.2685 -1.9035 0.05 -0.27 -0.04
H 0.0840 1.0280 -1.1896 0.00 -0.05 0.07
H 4.3149 -2.4893 -2.0339 -0.15 0.45 0.19
H 5.7133 -0.7702 -1.0396 -0.24 0.04 -0.02
H 4.7422 1.3845 -0.2443 -0.25 -0.21 -0.13
H 2.2803 1.7846 -0.4702 0.15 -0.23 -0.05
```
Forces are in eV/Å.

E_LUMO: -4.67 eV
Energy above the lowest of the compared OMol25 structures with the same formula, charge and spin: 0.00 kcal per mole
Net charge: +1
Spin multiplicity: 1
Frontier orbital gap: 4.538 eV
Electronic energy: -1116.23622 Ha
HOMO: -9.21 eV

=====

Record 4
This record from the OMol25 dataset describes a structure of composition C9H19BeF8N4O13S6 at a distorted geometry. The level of theory is wB97M-V/def2-TZVPD.

XYZ file:
```
60
Properties=species:S:1:pos:R:3:forces:R:3
Be -0.8252 -0.2003 -0.1536 -4.03 -3.47 -0.78
F -2.7824 -1.1506 -0.9347 2.52 1.76 0.75
F -0.8930 -2.4439 0.7391 1.20 2.48 -0.23
N -1.8568 -2.2686 -4.3951 3.34 -0.51 0.47
S -0.5073 -2.6501 -3.4584 -2.65 -0.77 2.73
O -0.1161 -1.6297 -2.5321 0.43 0.37 -0.83
O 0.4973 -3.5212 -4.0040 -0.02 0.69 -0.42
F -1.3064 -3.6220 -2.5052 0.10 -0.16 -0.13
S -1.2360 -2.4279 -5.8346 -0.76 -0.04 -2.33
O -1.2406 -3.7528 -6.4060 0.07 0.08 0.28
O -0.0895 -1.6152 -6.1534 -0.32 -0.01 0.13
F -2.4510 -1.7625 -6.6451 0.07 0.26 0.18
N -1.4714 1.5621 -1.7444 -0.46 2.74 0.73
S -2.0254 3.0619 -1.3308 -0.77 -0.68 2.82
O -3.3004 3.4247 -1.8574 0.16 -0.11 -0.29
O -1.0604 4.1113 -1.1811 0.41 -0.49 -0.04
F -2.3801 2.6110 0.1674 0.53 0.52 -0.27
S -1.8660 1.5520 -3.2813 1.62 -3.05 -3.98
O -1.7259 2.7683 -4.0461 -0.29 0.31 1.15
O -2.8945 0.6468 -3.6382 -0.35 0.52 0.43
F -0.5300 0.7992 -3.7595 -0.15 0.01 0.14
N -4.5167 -1.4313 2.0871 0.88 3.29 1.04
S -3.6194 -0.1799 2.7005 0.57 -0.33 -0.64
O -4.2413 0.9366 3.3702 -0.53 -0.52 -0.34
O -2.5816 0.2159 1.7991 0.73 -0.56 0.31
F -2.9859 -0.9147 3.9717 0.63 -0.32 -0.44
S -5.9672 -0.7902 2.2226 -2.11 -3.07 -0.36
O -6.3176 0.3089 1.3886 0.10 0.55 0.49
O -6.4827 -0.9691 3.5566 -0.31 1.03 -0.06
F -6.7545 -1.9982 1.4750 0.35 0.11 -0.02
C 3.6039 1.7873 0.1008 0.69 -1.25 0.32
C 2.8421 0.4456 0.1114 -1.24 0.17 -1.83
C 3.6675 -0.8031 0.4269 -0.70 -0.69 0.56
C 3.8948 -0.9259 1.9254 -0.17 0.31 0.47
C 2.5943 -0.9047 2.7565 0.57 0.68 -1.21
C 1.7028 0.3017 2.3991 -0.01 0.81 2.23
N 1.6237 0.5306 0.9714 0.24 -2.30 -0.50
O 0.7549 1.5496 0.5899 -0.39 -0.20 -0.02
C 0.3432 -0.0010 3.0778 -0.17 0.09 -1.45
C 2.3000 1.5702 3.1149 -0.42 0.02 -0.20
C 2.2973 0.1240 -1.3277 0.01 2.46 0.25
H 2.9276 2.6179 -0.0862 0.19 0.15 0.06
H 4.3804 1.7555 -0.6663 -0.24 0.10 -0.27
H 4.1617 1.8624 1.0370 -0.23 0.53 0.13
H 3.0822 -1.6191 -0.0045 0.00 -0.25 0.39
H 4.5919 -0.8039 -0.1540 0.10 0.32 0.12
H 4.4921 -0.0250 2.1141 0.05 -0.09 0.72
H 4.4343 -1.7753 2.3501 0.44 -0.15 -0.81
H 2.9031 -0.7992 3.7980 -0.31 -0.01 0.12
H 2.0294 -1.8322 2.6564 0.04 -0.02 -0.24
H -0.1390 -0.8587 2.5941 0.15 -0.22 0.09
H 0.5253 -0.2147 4.1297 -0.10 0.10 0.04
H -0.3741 0.8093 2.9383 0.13 0.18 0.34
H 1.6836 1.8836 3.9586 0.04 -0.23 0.12
H 3.3172 1.3976 3.4681 0.09 0.19 -0.13
H 2.2710 2.4273 2.4393 0.32 0.07 0.04
H 1.4286 -0.5285 -1.2838 0.56 -0.71 -0.30
H 3.1121 -0.0980 -2.0173 -0.08 -0.94 0.18
H 1.9221 1.0408 -1.8007 -0.27 0.10 0.28
H 1.1539 2.4154 0.7659 -0.20 0.17 0.02
```
Forces are in eV/Å.

E_LUMO: 5.23 eV
Energy above the lowest of the compared OMol25 structures with the same formula, charge and spin: 0.00 kcal per mole
Net charge: -3
Spin multiplicity: 1
Frontier orbital gap: 6.154 eV
Electronic energy: -4754.10488 Ha
HOMO: -0.92 eV